(1)
{"formula": "CH6N4O2", "method": "ωB97M-V/def2-TZVPD", "mol_weight_g_mol": 106.085, "relative_energy_kcal_mol": 134.28, "charge": 0, "symbols": ["C", "N", "N", "N", "N", "O", "O", "H", "H", "H", "H", "H", "H"], "positions_angstrom": [[0.0739, 0.2890, 0.1278], [-0.6962, 0.0172, -1.0616], [-2.0200, -0.5592, 0.5078], [1.5819, -0.8933, 0.0948], [0.7468, 1.5642, 0.1211], [-0.7635, -0.0688, 1.1624], [-1.9730, 0.1700, -0.6299], [-0.3263, 0.7321, -1.6991], [-1.8837, -1.5506, 0.3222], [1.4190, -1.5183, 0.9822], [1.3158, -1.4500, -0.7486], [0.8620, 2.0392, 0.9435], [1.6633, 1.2285, -0.1225]], "atomic_forces_ev_per_a": [[2.569, -2.590, 0.899], [4.017, -0.973, -0.829], [0.542, 1.414, 1.288], [-3.344, 0.499, 0.982], [-0.595, -2.159, -2.484], [-0.462, -0.018, -0.190], [-2.914, 0.798, -0.377], [-1.513, 0.074, -0.154], [0.816, -0.154, -0.476], [0.180, 1.376, -2.327], [0.261, 0.158, 1.099], [-0.274, 1.116, 2.840], [0.717, 0.459, -0.270]], "lowdin_charge": [-0.491, 0.007, 0.049, -0.002, 0.120, -0.025, -0.102, 0.144, 0.126, 0.057, 0.009, 0.049, 0.060]}

---

(2)
{"formula": "CH6N4O3S", "method": "ωB97M-V/def2-TZVPD", "mol_weight_g_mol": 154.151, "relative_energy_kcal_mol": 78.46, "charge": 0, "symbols": ["C", "N", "N", "N", "N", "O", "O", "O", "S", "H", "H", "H", "H", "H", "H"], "positions_angstrom": [[-1.8660, 1.3891, 0.5656], [-2.8758, 1.5104, -0.5011], [-2.2722, 1.9538, 1.7981], [-3.5291, 0.2547, -0.6601], [7.3416, -2.0359, -2.0059], [-4.5280, 0.0559, -1.3077], [-3.5395, -1.1982, 1.5987], [-1.5629, -0.0108, 0.7804], [-2.6907, -1.0941, 0.4377], [-0.8278, 1.8246, 0.3612], [-1.6984, 1.5798, 2.5006], [-3.1863, 1.7158, 1.9746], [6.9822, -2.9501, -1.5271], [7.4580, -1.2687, -1.2872], [6.7950, -1.7263, -2.7278]], "atomic_forces_ev_per_a": [[0.751, 0.737, -0.383], [-1.863, -4.041, 0.046], [0.972, 1.395, -1.711], [2.206, 4.741, 0.750], [1.571, -1.832, 4.477], [1.157, 0.092, 0.514], [-0.290, -0.311, -0.367], [0.111, -2.009, -0.972], [0.293, 0.781, 0.818], [-1.615, -0.550, -0.584], [0.931, -0.289, 1.221], [-2.653, -0.545, 0.670], [0.674, 2.664, -1.371], [-0.372, -1.476, -1.183], [-1.872, 0.644, -1.923]], "lowdin_charge": [-0.488, 0.145, 0.103, -0.344, -0.022, 0.018, -0.409, -0.346, 1.032, 0.168, 0.074, 0.048, 0.057, 0.027, -0.062]}

---

(3)
{"formula": "CH6N4OS2", "method": "ωB97M-V/def2-TZVPD", "mol_weight_g_mol": 154.220, "relative_energy_kcal_mol": 0.00, "charge": 0, "smiles": "N=[S@](N)(=O)NC(N)=S", "symbols": ["N", "S", "N", "O", "N", "C", "N", "S", "H", "H", "H", "H", "H", "H"], "positions_angstrom": [[1.3169, 0.9218, 1.6473], [0.3971, 0.6396, 0.4648], [1.4650, 0.2835, -0.7627], [-0.6058, 1.5263, -0.0925], [-0.3533, -0.8654, 0.8787], [-1.3775, -1.4098, 0.1958], [-2.0302, -0.6152, -0.7129], [-1.7195, -2.9899, 0.4634], [0.8510, 0.9847, 2.5663], [2.4041, 0.8554, -0.6370], [1.2030, 0.5473, -1.6332], [0.3625, -1.6068, 1.1679], [-2.0016, 0.3580, -0.5022], [-3.0121, -0.9963, -0.9836]], "atomic_forces_ev_per_a": [[-0.785, 0.147, -0.731], [1.325, -0.092, 0.992], [3.966, 0.648, 3.753], [0.204, -0.501, 0.767], [2.783, 0.751, 0.108], [-1.535, -0.571, -1.450], [-2.608, -2.045, 0.049], [-0.268, -0.555, -0.063], [0.122, -0.092, -0.868], [-2.434, -1.769, 0.422], [-1.995, 0.837, -3.211], [-1.370, 1.624, -0.249], [-0.048, 0.782, -0.197], [2.642, 0.836, 0.679]], "lowdin_charge": [-0.219, 0.634, -0.084, -0.336, -0.142, -1.046, 0.066, 0.626, 0.038, 0.139, 0.008, 0.135, 0.036, 0.146]}

---

(4)
{"formula": "CH6NO", "method": "ωB97M-V/def2-TZVPD", "mol_weight_g_mol": 48.065, "relative_energy_kcal_mol": 2.04, "charge": -1, "symbols": ["O", "H", "C", "N", "H", "H", "H", "H", "H"], "positions_angstrom": [[1.5365, -1.5633, 0.3132], [1.4206, -1.9745, 1.1599], [-0.6402, 0.8594, 0.1468], [-0.3430, -0.1047, -0.8778], [0.1718, 0.9359, 0.8935], [-0.9202, 1.8315, -0.2702], [-1.5057, 0.5591, 0.7690], [0.2407, -0.8532, -0.4397], [0.0394, 0.3099, -1.6946]], "atomic_forces_ev_per_a": [[0.135, 0.173, -0.533], [-0.068, -0.386, 0.687], [-0.226, -0.071, 0.669], [-1.540, -0.370, 0.421], [0.066, 0.372, -0.334], [0.244, 0.126, 0.068], [0.007, -0.085, -0.316], [0.728, 0.039, -0.306], [0.654, 0.202, -0.356]], "lowdin_charge": [-0.558, -0.187, -0.272, -0.108, 0.054, 0.043, 0.044, -0.030, 0.014]}

---

(5)
{"formula": "CH6NO", "method": "ωB97M-V/def2-TZVPD", "mol_weight_g_mol": 48.065, "relative_energy_kcal_mol": 10.99, "charge": 1, "symbols": ["N", "H", "H", "H", "H", "O", "C", "H", "H"], "positions_angstrom": [[0.3217, 1.4514, -0.5894], [-0.2265, 1.4032, -1.4525], [-0.1597, 2.1761, -0.0697], [0.3433, 0.4783, -0.2020], [1.2819, 1.6703, -0.8294], [0.3883, -1.2195, 0.0256], [-0.3300, -1.7945, 0.8033], [-0.5760, -1.5962, 1.8571], [-1.0430, -2.5691, 0.4569]], "atomic_forces_ev_per_a": [[-0.522, -0.519, -1.124], [0.281, -0.190, -0.249], [0.371, 0.030, 0.807], [-0.161, 0.115, 0.513], [0.236, 0.520, 0.029], [0.219, 0.555, 0.429], [-2.111, -0.962, -0.271], [1.058, 0.720, 0.210], [0.629, -0.269, -0.343]], "lowdin_charge": [0.316, 0.160, 0.155, 0.084, 0.156, -0.024, -0.054, 0.103, 0.105]}

---

(6)
{"formula": "CH6NO", "method": "ωB97M-V/def2-TZVPD", "mol_weight_g_mol": 48.065, "relative_energy_kcal_mol": 27.14, "charge": 1, "symbols": ["O", "H", "H", "H", "C", "N", "H", "H", "H"], "positions_angstrom": [[-1.1233, -0.4884, -1.4916], [-0.4501, -0.2425, 0.1849], [-1.9872, -0.9048, -1.4222], [-0.8141, -0.4405, -2.3996], [1.0488, 0.8290, 0.9368], [0.2815, -0.2208, 0.9177], [0.5314, 1.7478, 0.6720], [2.1220, 0.6727, 0.9898], [0.3910, -0.9525, 1.6121]], "atomic_forces_ev_per_a": [[0.295, 0.238, 1.017], [-0.864, 0.069, 0.533], [-0.035, -0.028, -0.602], [-0.326, -0.184, -0.127], [-1.075, -1.294, -1.102], [0.508, 1.339, 0.485], [0.743, 0.140, -0.822], [0.056, 0.588, 1.541], [0.697, -0.868, -0.923]], "lowdin_charge": [-0.033, 0.096, 0.074, 0.076, 0.191, 0.175, 0.129, 0.132, 0.160]}

---

(7)
{"formula": "CH6NO2", "method": "ωB97M-V/def2-TZVPD", "mol_weight_g_mol": 64.064, "relative_energy_kcal_mol": 8.78, "charge": 0, "multiplicity": 2, "s_squared": 0.75, "symbols": ["N", "C", "O", "H", "H", "H", "H", "H", "H", "O"], "positions_angstrom": [[1.0091, 1.0552, -0.1567], [1.0560, -0.3829, -0.1470], [0.0794, -0.9898, 0.5778], [0.0665, 1.3684, -0.3404], [1.2811, 1.5011, 0.7087], [1.0545, -0.7086, -1.1994], [2.0319, -0.6453, 0.3027], [-1.6502, -0.9696, -0.0012], [-2.4179, 0.3070, 0.3516], [-2.5105, -0.5356, -0.0960]], "atomic_forces_ev_per_a": [[-0.166, 0.511, -0.142], [0.226, 0.986, 0.265], [0.429, -0.408, -0.060], [-0.108, 0.043, -0.265], [0.171, -0.268, 0.147], [-0.030, -0.371, 0.202], [-0.171, -0.479, -0.145], [-0.301, 0.056, 0.188], [0.040, 0.045, 0.147], [-0.089, -0.115, -0.338]], "mulliken_spin": [0.015, -0.009, 0.847, 0.001, -0.001, 0.045, 0.080, 0.001, -0.002, 0.025]}

---

(8)
{"formula": "CH6NOPS2", "method": "ωB97M-V/def2-TZVPD", "mol_weight_g_mol": 143.173, "relative_energy_kcal_mol": 93.07, "charge": 0, "symbols": ["C", "N", "O", "P", "S", "S", "H", "H", "H", "H", "H", "H"], "positions_angstrom": [[-1.7198, -1.0668, -1.0858], [1.3930, -0.0401, 1.9654], [0.8475, 1.7312, 0.4028], [0.8719, 0.1073, 0.3674], [0.6032, 1.5165, -2.5679], [-1.1964, -0.5238, 0.5579], [-0.9431, -1.2365, -1.7588], [-2.4569, -0.4209, -1.4785], [-2.1401, -1.9539, -0.9014], [1.5490, -0.8517, 2.5931], [2.0936, 0.5997, 2.3404], [1.0980, 2.1390, -0.4346]], "atomic_forces_ev_per_a": [[0.950, 2.282, 0.951], [0.909, -0.636, 1.885], [0.088, 0.003, 0.998], [-0.540, 0.279, -0.583], [0.067, -0.327, 0.001], [0.792, 0.399, 0.581], [1.528, 0.106, -1.105], [-0.558, 0.925, -0.477], [-1.776, -3.516, 0.560], [-0.943, 0.145, -1.534], [-0.505, 0.510, -0.895], [-0.013, -0.170, -0.381]], "lowdin_charge": [-0.473, -0.228, -0.419, 0.470, 0.131, 0.533, -0.005, 0.022, -0.034, 0.065, 0.045, -0.109]}

---

(9)
{"formula": "CH6NOS", "method": "ωB97M-V/def2-TZVPD", "mol_weight_g_mol": 80.132, "relative_energy_kcal_mol": 18.64, "charge": -1, "symbols": ["S", "H", "H", "N", "C", "O", "H", "H", "H", "H"], "positions_angstrom": [[2.4585, -0.7494, -0.1047], [2.8454, -1.6555, 0.8085], [1.0117, -0.9034, 0.2661], [-1.0260, 1.3930, -0.0125], [-0.9457, -0.0255, -0.4421], [-0.3396, -0.8658, 0.4401], [-0.0841, 1.7167, 0.1788], [-1.5091, 1.4135, 0.8777], [-1.9952, -0.3216, -0.5989], [-0.4159, -0.0020, -1.4130]], "atomic_forces_ev_per_a": [[1.069, -0.116, -0.079], [0.053, 0.070, -0.070], [-1.899, 0.317, -0.032], [-0.120, 0.192, -0.267], [0.380, 0.037, 0.413], [0.549, -0.265, 0.230], [0.066, -0.085, 0.058], [0.047, -0.070, 0.130], [-0.003, -0.074, -0.267], [-0.142, -0.005, -0.116]], "lowdin_charge": [0.208, -0.308, -0.201, -0.032, -0.534, -0.359, 0.034, 0.031, 0.078, 0.083]}

---

(10)
{"formula": "CH6NOS", "method": "ωB97M-V/def2-TZVPD", "mol_weight_g_mol": 80.132, "relative_energy_kcal_mol": 89.78, "charge": 1, "symbols": ["C", "N", "O", "S", "H", "H", "H", "H", "H", "H"], "positions_angstrom": [[0.0042, 0.3342, -0.3474], [-0.7490, -0.9552, 0.2901], [-0.7882, 1.3995, -0.1000], [1.7267, 0.2762, 0.3993], [0.1758, 0.2485, -1.4971], [-0.2458, -1.7703, 0.5067], [-1.5819, -1.1283, -0.3904], [-0.9324, -0.6396, 1.2701], [-1.0138, 1.7602, 0.7595], [3.4045, 0.4748, -0.8908]], "atomic_forces_ev_per_a": [[2.141, -0.284, -0.982], [-1.730, 2.569, -1.185], [-0.396, -0.227, -1.498], [1.650, 0.358, -1.212], [-0.958, -0.245, 2.131], [1.475, -1.683, -0.764], [1.321, 0.165, 2.214], [-1.040, -0.032, -1.081], [0.698, -0.322, 0.674], [-3.161, -0.298, 1.700]], "lowdin_charge": [-0.715, 0.174, -0.014, 0.574, 0.154, 0.107, 0.217, 0.166, 0.130, 0.206]}